Entry from the OMol25 dataset: a cluster of 2 separate species, C3H9NO2 in total at a distorted geometry (the ωB97M-V functional and the def2-TZVPD basis).

```
! RIJCOSX wB97M-V def2-TZVPD def2/J DEFGRID3
* xyz 0 1
C 0.490 -0.811 -0.407
C -0.160 0.532 -0.101
C -1.667 0.686 -0.239
N -2.293 -0.343 -0.895
O -2.343 1.532 0.295
H -0.050 -1.674 -0.007
H 1.444 -0.947 0.102
H 0.769 -0.962 -1.451
H 0.203 0.960 0.826
H 0.138 1.171 -0.949
H -1.868 -1.032 -1.487
H -3.259 -0.100 -1.077
H 2.815 0.739 2.471
H 3.085 -0.314 1.397
O 2.696 0.564 1.521
*
```

E_HOMO: -9.59 eV
maximum force: 0.045 Eh/bohr
ΔE to the lowest compared entry with this formula, charge and spin: 68.0 kJ/mol
E_tot: -324.94672 hartree

Entry from the OMol25 dataset: a cluster of 2 separate species, C3H4O2S in total at a distorted geometry (the ωB97M-V functional and the def2-TZVPD basis).

```
! RIJCOSX wB97M-V def2-TZVPD def2/J DEFGRID3
* xyz 0 1
C -0.098 0.708 0.040
C -1.286 0.174 -0.591
C -0.913 -0.229 0.822
O 2.965 -0.730 -1.042
O 0.951 1.314 -0.153
S 3.454 -0.574 0.289
H -2.138 0.800 -0.765
H -0.990 -0.488 -1.408
H -0.343 -1.049 1.128
H -1.600 0.073 1.681
*
```

E_HOMO (spin up / spin down): -8.78 / -8.73 eV
maximum force: 0.068 Eh/bohr
ΔE to the lowest compared entry with this formula, charge and spin: 419.0 kJ/mol
E_tot: -665.22603 hartree

Entry from the OMol25 dataset: a structure of composition C23H24O2PPdSe2 at a distorted geometry (the ωB97M-V functional and the def2-TZVPD basis).

```
! RIJCOSX wB97M-V def2-TZVPD def2/J DEFGRID3
* xyz 3 1
Pd 0.830 -0.783 0.138
C 2.997 1.283 1.876
Se 3.156 -0.369 0.875
C 3.681 0.295 -0.925
C 2.990 1.561 -1.404
Se 0.997 1.637 -1.210
C 0.413 0.908 -2.896
H 3.982 1.744 1.957
H 2.644 1.029 2.875
H 2.286 1.967 1.414
H 3.523 -0.551 -1.605
H 4.761 0.471 -0.882
H 3.216 1.708 -2.462
H 3.362 2.430 -0.857
H 0.624 1.615 -3.698
H -0.664 0.763 -2.824
H 0.903 -0.046 -3.097
O -0.547 0.091 1.600
C -1.374 -0.186 0.721
O -1.282 0.110 -0.491
C -2.475 -1.186 1.008
C -3.619 -0.940 1.737
C -4.519 -1.992 1.908
C -4.273 -3.229 1.335
C -3.116 -3.473 0.614
C -2.215 -2.425 0.417
P -0.666 -2.686 -0.532
C 0.172 -4.021 0.393
C 0.788 -3.623 1.594
C 1.451 -4.563 2.363
C 1.472 -5.894 1.957
C 0.862 -6.283 0.772
C 0.211 -5.349 -0.023
C -1.075 -3.129 -2.224
C -2.314 -2.753 -2.767
C -2.603 -3.064 -4.083
C -1.657 -3.690 -4.885
C -0.418 -4.048 -4.351
C -0.113 -3.744 -3.036
H -3.814 0.028 2.174
H -5.411 -1.826 2.497
H -4.999 -4.027 1.449
H -2.919 -4.446 0.190
H 0.708 -2.583 1.947
H 1.944 -4.269 3.277
H 1.953 -6.639 2.578
H 0.879 -7.318 0.459
H -0.280 -5.663 -0.933
H -3.032 -2.227 -2.153
H -3.571 -2.809 -4.492
H -1.876 -3.898 -5.923
H 0.304 -4.557 -4.971
H 0.864 -3.987 -2.638
*
```

E_HOMO (spin up / spin down): -17.77 / -17.77 eV
maximum force: 0.067 Eh/bohr
E_tot: -6312.25158 hartree

Entry from the OMol25 dataset: the molecule C5H9NO (the ωB97M-V functional and the def2-TZVPD basis).

```
! RIJCOSX wB97M-V def2-TZVPD def2/J DEFGRID3
* xyz 0 1
C -1.715 0.211 1.598
C -1.214 -0.206 0.261
N -0.924 0.652 -0.729
C 0.240 0.497 -1.389
C 1.491 0.228 -0.612
C 1.940 -1.209 -0.418
O 2.987 -1.661 -0.810
H -0.879 0.465 2.270
H -2.354 1.100 1.544
H -2.271 -0.603 2.074
H -0.918 -1.227 0.071
H -1.539 1.448 -0.920
H 0.282 0.757 -2.438
H 1.319 0.621 0.408
H 2.334 0.765 -1.065
H 1.221 -1.838 0.155
*
```

E_HOMO (spin up / spin down): -7.07 / -7.03 eV
maximum force: 0.009 Eh/bohr
ΔE to the lowest compared entry with this formula, charge and spin: 369.9 kJ/mol
E_tot: -325.79666 hartree

Entry from the OMol25 dataset: a structure of composition C4H11NOS2 at a distorted geometry (the ωB97M-V functional and the def2-TZVPD basis).

```
! RIJCOSX wB97M-V def2-TZVPD def2/J DEFGRID3
* xyz 0 1
C -0.799 -2.205 0.933
C -1.013 -0.917 1.708
S -0.997 0.532 0.539
S -0.856 1.945 2.222
H 0.243 -2.514 0.826
H -1.188 -2.104 -0.101
H -1.333 -3.040 1.393
H -0.230 -0.734 2.442
H -1.992 -0.896 2.185
H 0.450 2.262 2.280
C 1.400 -0.162 -1.122
N 2.227 -0.311 -2.273
C 1.463 -1.015 -3.316
O 0.201 -0.132 -1.224
H 1.959 0.137 -0.207
H 2.618 0.562 -2.605
H 1.352 -2.038 -2.949
H 2.061 -1.044 -4.231
H 0.481 -0.613 -3.579
*
```

E_HOMO: -7.89 eV
maximum force: 0.093 Eh/bohr
ΔE to the lowest compared entry with this formula, charge and spin: 266.5 kJ/mol
E_tot: -1085.30296 hartree

Entry from the OMol25 dataset: the molecule C11H21N5O5 at a distorted geometry (the ωB97M-V functional and the def2-TZVPD basis).

```
! RIJCOSX wB97M-V def2-TZVPD def2/J DEFGRID3
* xyz 0 1
C -1.536 0.261 -0.994
C -1.658 -1.203 -0.506
C -0.822 1.288 -0.039
C 0.665 1.252 0.085
C 1.326 2.545 0.858
C 1.547 4.895 0.108
C -0.697 -2.922 0.836
C -1.111 -3.032 2.270
C 0.748 -3.673 0.774
C 1.250 -3.897 -0.656
C 1.380 -2.596 -1.460
H -3.462 -0.068 -1.360
H -3.151 1.493 -1.106
H -0.750 0.117 -1.753
H -1.015 2.132 -0.745
H -1.453 1.605 0.821
H 1.134 0.377 0.647
H 1.075 1.289 -0.930
H 2.412 2.574 0.799
H 1.163 2.288 1.918
H -0.251 3.670 0.365
H 3.302 5.768 -0.060
H 0.976 6.602 -1.016
H -0.185 5.236 -0.789
H 0.101 -0.881 0.483
H -1.450 -3.473 0.161
H 0.809 -4.655 1.428
H 1.436 -3.036 1.479
H 2.370 -4.001 -0.765
H 0.509 -4.686 -1.082
H -0.109 -3.025 -2.725
H -2.628 -3.681 3.188
N -2.837 0.649 -1.581
N 0.770 3.742 0.318
N 2.854 4.897 0.052
N 0.646 5.778 -0.536
N -0.634 -1.538 0.388
O -2.519 -1.942 -0.874
O -0.432 -2.547 3.161
O 2.360 -1.907 -1.295
O 0.281 -2.231 -2.125
O -2.413 -3.465 2.258
*
```

E_HOMO: -8.72 eV
maximum force: 0.082 Eh/bohr
ΔE to the lowest compared entry with this formula, charge and spin: 432.6 kJ/mol
E_tot: -1081.66687 hartree